Record 1
Computed, not measured: a structure of composition C36H54BF6KN11O5S4 in a non-equilibrium geometry, with wB97M-V/def2-TZVPD.

```
118
Properties=species:S:1:pos:R:3:mulliken_charge:R:1
K -0.33 0.33 -0.99 1.891
C 4.63 1.32 3.35 -1.386
C 3.53 1.75 2.44 0.663
C 2.99 3.01 2.32 -1.021
C 1.98 2.89 1.35 -0.534
N 1.89 1.63 0.92 0.588
N 2.86 0.94 1.58 0.194
B 3.28 -0.54 1.32 -1.304
N 3.39 -0.92 -0.18 0.195
N 2.39 -0.92 -1.12 0.871
C 2.96 -1.29 -2.27 -0.321
C 4.34 -1.52 -2.08 -1.266
C 4.58 -1.27 -0.76 0.332
C 5.91 -1.33 -0.08 -1.262
C 2.28 -1.40 -3.62 3.065
C 2.60 -2.77 -4.23 -1.890
C 0.77 -1.24 -3.57 -0.109
C 2.85 -0.30 -4.53 -1.952
N 2.51 -1.56 2.24 1.528
N 1.15 -1.67 2.33 -1.127
C 0.91 -2.62 3.24 0.017
C 2.12 -3.14 3.73 -0.520
C 3.11 -2.43 3.09 0.431
C 4.58 -2.63 3.26 -1.453
C -0.49 -3.04 3.66 2.918
C -1.27 -1.84 4.21 -0.882
C -1.29 -3.61 2.48 -1.630
C -0.39 -4.11 4.75 -2.456
C 1.11 4.02 0.83 3.296
C -0.15 4.20 1.70 -1.713
C 0.66 3.75 -0.59 -2.083
C 1.91 5.33 0.87 -2.298
H 5.00 2.19 3.89 0.448
H 5.46 0.86 2.81 0.117
H 4.28 0.59 4.09 0.176
H 3.31 3.89 2.86 0.391
H 4.40 -0.63 1.72 -0.437
H 5.08 -1.81 -2.82 0.478
H 6.65 -1.65 -0.81 0.419
H 5.92 -2.03 0.75 0.054
H 6.21 -0.36 0.32 0.191
H 2.21 -3.57 -3.60 0.242
H 3.68 -2.92 -4.35 0.346
H 2.14 -2.85 -5.22 0.467
H 0.30 -2.06 -3.04 -0.227
H 0.36 -1.20 -4.58 0.676
H 0.52 -0.31 -3.08 -1.024
H 3.94 -0.38 -4.62 0.365
H 2.62 0.69 -4.12 0.285
H 2.41 -0.36 -5.53 0.454
H 2.27 -3.90 4.48 0.588
H 4.74 -3.32 4.10 0.486
H 5.12 -1.71 3.48 0.169
H 5.04 -3.08 2.38 0.131
H -1.39 -1.09 3.44 -0.590
H -0.74 -1.40 5.07 0.397
H -2.26 -2.16 4.54 0.439
H -1.47 -2.83 1.73 -0.003
H -2.26 -3.98 2.83 0.557
H -0.75 -4.43 2.00 0.296
H 0.17 -3.75 5.61 0.445
H 0.10 -5.02 4.37 0.418
H -1.39 -4.39 5.08 0.439
H -0.81 3.34 1.59 -0.093
H -0.70 5.08 1.37 0.583
H 0.10 4.32 2.75 0.414
H 0.05 2.86 -0.63 0.126
H 1.52 3.59 -1.26 0.558
H 0.07 4.59 -0.97 0.435
H 2.17 5.62 1.89 0.399
H 1.31 6.13 0.43 0.466
H 2.84 5.23 0.29 0.387
C -4.12 -2.53 -1.23 -0.324
C -4.50 -1.47 -0.25 0.477
N -3.69 -0.93 0.60 0.115
C -4.30 0.10 1.30 0.246
C -5.60 0.32 0.98 -0.461
S -6.10 -0.78 -0.23 -0.280
C -3.49 0.88 2.25 -0.789
C -3.94 1.87 3.06 -0.457
S -2.65 2.47 4.02 -0.331
C -1.57 1.33 3.27 0.454
N -2.15 0.58 2.38 0.295
C -0.14 1.20 3.69 -0.095
H -3.22 -3.02 -0.87 -0.442
H -3.90 -2.07 -2.19 0.184
H -4.92 -3.26 -1.36 0.512
H -6.27 1.08 1.36 0.421
H -4.93 2.28 3.15 0.448
H -0.07 1.02 4.77 0.539
H 0.44 2.10 3.46 0.167
H 0.31 0.36 3.16 -0.599
F -0.61 4.35 -5.42 -0.244
C -0.22 3.96 -4.21 0.515
F 1.10 4.09 -4.12 -0.213
F -0.79 4.74 -3.30 -0.212
S -0.65 2.19 -3.95 0.942
O 0.08 1.76 -2.78 -0.719
O -0.33 1.59 -5.21 -0.717
N -2.20 2.31 -3.67 -0.741
S -2.85 1.44 -2.52 1.294
O -3.18 0.10 -2.91 -0.728
O -2.24 1.60 -1.21 -0.920
C -4.44 2.36 -2.44 0.216
F -5.15 1.90 -1.43 -0.085
F -4.23 3.67 -2.26 -0.210
F -5.13 2.19 -3.57 -0.226
C 1.69 -4.31 -0.14 -1.183
N 0.73 -3.24 -0.10 1.590
C -0.30 -3.05 -0.93 -0.572
N -0.54 -4.05 -1.85 -0.239
O -1.00 -2.03 -0.90 -0.153
H 2.32 -4.21 0.74 0.136
H 2.33 -4.26 -1.03 0.172
H 1.21 -5.29 -0.10 0.546
H 0.87 -2.49 0.57 -1.054
H -0.18 -4.97 -1.70 0.180
H -1.42 -3.97 -2.33 0.294
```

Calculated values
* HOMO-LUMO gap: 8.032 eV
* energy relative to the best compared isomer or geometry (same formula, charge and spin): 0.137 eV
* calculated total energy: -5199.7631 a.u.
* charge: -1
* E_HOMO: -5.92 eV

***

Record 2
Computed, not measured: a structure of composition C36H54IN3O2RuSSi2Te, with wB97M-V/def2-TZVPD.

```
101
Properties=species:S:1:pos:R:3:mulliken_charge:R:1
Ru -0.04 -0.36 -0.67 0.728
C 4.10 -5.19 -2.43 -1.179
Si 3.12 -4.29 -1.10 0.313
C 3.60 -5.00 0.58 -1.011
C 1.31 -4.64 -1.35 -0.857
C 3.77 -2.50 -1.11 1.303
C 5.08 -2.35 -0.67 -0.451
C 5.67 -1.10 -0.56 -0.983
C 4.89 -0.01 -0.91 -0.382
N 3.65 -0.11 -1.36 -0.048
C 3.09 -1.32 -1.44 -0.543
S 1.43 -1.38 -2.09 -0.729
H 3.86 -6.26 -2.43 0.300
H 5.17 -5.08 -2.29 0.321
H 3.85 -4.79 -3.42 0.318
H 3.35 -6.07 0.62 0.340
H 3.05 -4.49 1.36 0.225
H 4.67 -4.90 0.80 0.327
H 1.15 -5.70 -1.15 0.470
H 0.99 -4.42 -2.37 0.236
H 0.67 -4.06 -0.68 0.124
H 5.67 -3.23 -0.40 0.227
H 6.68 -0.97 -0.21 0.402
H 5.29 1.00 -0.83 0.386
C -5.13 0.10 0.01 -0.806
N -4.12 0.51 0.98 0.196
C -4.44 1.64 1.85 -0.942
C -2.85 0.35 0.63 -0.354
N -1.74 0.21 0.36 0.145
H -6.01 -0.25 0.55 0.371
H -4.74 -0.70 -0.60 0.184
H -5.41 0.94 -0.64 0.276
H -5.33 1.39 2.43 0.355
H -4.64 2.54 1.27 0.305
H -3.61 1.82 2.53 0.284
C 1.47 2.13 -2.61 -1.118
Si 0.23 1.96 -1.20 1.257
C 0.95 2.98 0.28 2.843
C 1.02 4.49 0.00 -2.291
C 0.16 2.75 1.57 -1.849
C 2.40 2.52 0.49 -1.331
C -1.37 2.87 -1.87 3.204
C -2.20 1.94 -2.76 -2.224
C -0.96 4.06 -2.76 -2.036
C -2.31 3.43 -0.79 -1.635
H 1.76 3.18 -2.76 0.222
H 1.05 1.75 -3.54 0.231
H 2.35 1.53 -2.38 0.151
H 0.04 4.95 -0.06 0.395
H 1.56 4.71 -0.92 0.314
H 1.56 4.98 0.82 0.549
H -0.87 3.10 1.49 0.223
H 0.64 3.28 2.41 0.629
H 0.13 1.69 1.83 -0.166
H 3.04 2.80 -0.35 0.297
H 2.47 1.43 0.60 -0.729
H 2.80 2.98 1.40 0.600
H -1.60 1.50 -3.56 0.378
H -3.02 2.51 -3.22 0.613
H -2.62 1.12 -2.19 0.066
H -0.38 3.74 -3.62 0.340
H -0.36 4.81 -2.22 0.329
H -1.86 4.57 -3.13 0.581
H -2.65 2.64 -0.11 -0.198
H -3.19 3.87 -1.26 0.609
H -1.84 4.20 -0.18 0.304
I -6.87 -3.17 -5.97 0.032
C -5.30 -2.77 -4.65 0.068
C -4.47 -1.69 -4.90 -0.738
C -3.43 -1.42 -4.01 -0.024
C -3.22 -2.23 -2.90 0.071
C -4.06 -3.32 -2.68 -0.268
C -5.11 -3.59 -3.55 -0.550
C -2.13 -1.93 -1.90 0.553
O -1.95 -2.70 -0.96 -0.751
O -1.49 -0.85 -2.13 -0.498
H -4.63 -1.05 -5.76 0.381
H -2.77 -0.58 -4.17 0.354
H -3.88 -3.94 -1.82 0.468
H -5.76 -4.44 -3.38 0.380
C 0.58 1.94 6.94 -1.640
C 0.77 1.16 5.67 0.713
C -0.26 0.41 5.13 -1.016
C -0.10 -0.32 3.95 1.532
C -1.23 -1.17 3.46 -1.510
C 1.13 -0.27 3.27 -0.569
Te 1.40 -1.22 1.38 -0.188
C 2.20 0.42 3.84 1.454
C 3.59 0.39 3.26 -1.658
C 2.00 1.14 5.02 -1.029
H -0.47 2.12 7.14 0.366
H 1.08 2.91 6.89 0.371
H 1.00 1.40 7.80 0.305
H -1.22 0.37 5.64 0.263
H -2.11 -1.06 4.10 0.392
H -0.95 -2.23 3.45 0.257
H -1.50 -0.93 2.43 -0.120
H 3.64 0.86 2.28 0.212
H 3.93 -0.64 3.12 0.301
H 4.29 0.89 3.93 0.392
H 2.83 1.69 5.44 0.289
```

Calculated values
* HOMO-LUMO gap (spin up / spin down): 6.084 / 6.284 eV
* energy relative to the best compared isomer or geometry (same formula, charge and spin): 0.075 eV
* spin multiplicity: 2
* calculated total energy: -3356.8776 a.u.
* charge: -1
* E_HOMO (spin up / spin down): -4.12 / -4.32 eV
* <S²>: 0.76

***

Record 3
Computed, not measured: a structure of composition C36H54NO10PRhS2Se2, with wB97M-V/def2-TZVPD.

```
107
Properties=species:S:1:pos:R:3:mulliken_charge:R:1
Rh 0.12 -0.14 0.81 2.685
C -3.09 -0.18 2.64 -0.711
Se -2.23 -1.28 1.30 -0.084
C -3.35 -0.78 -0.21 0.652
C -4.10 -1.95 -0.79 -1.306
Se -2.95 -3.30 -1.56 0.072
C -2.42 -2.29 -3.14 -0.364
H -3.15 0.84 2.28 -0.079
H -2.46 -0.21 3.53 0.287
H -4.07 -0.59 2.86 0.443
H -2.67 -0.33 -0.93 -0.892
H -4.05 -0.02 0.16 0.620
H -4.78 -1.58 -1.56 0.540
H -4.69 -2.47 -0.04 0.444
H -3.31 -1.86 -3.61 0.464
H -1.97 -3.00 -3.83 0.434
H -1.69 -1.53 -2.87 -0.465
C -1.99 1.47 -5.56 -1.819
C -1.26 1.81 -4.29 1.196
C -0.02 2.45 -4.34 -0.826
C 0.66 2.78 -3.18 -0.676
C 0.09 2.46 -1.95 0.226
C -1.15 1.84 -1.87 -0.363
C -1.81 1.52 -3.04 -0.860
S 1.00 2.89 -0.53 0.405
O 0.00 3.73 0.35 -0.013
O 2.04 3.79 -0.89 -0.778
O 1.39 1.69 0.20 -0.953
H -1.35 0.87 -6.21 0.403
H -2.25 2.38 -6.11 0.403
H -2.90 0.91 -5.36 0.343
H 0.42 2.69 -5.30 0.444
H 1.62 3.28 -3.22 0.556
H -1.59 1.59 -0.91 0.455
H -2.78 1.03 -2.99 0.472
O -1.12 1.85 1.44 -0.221
S -1.15 3.32 1.65 0.524
C -1.95 4.98 1.16 0.285
C -3.31 4.97 1.39 -0.067
C -4.03 6.13 1.11 -0.828
C -3.38 7.24 0.60 -0.459
C -2.00 7.22 0.38 -0.699
C -1.26 6.08 0.65 -0.408
C -0.16 3.78 3.01 1.100
C -0.62 4.77 3.87 -0.630
C 0.12 5.08 4.99 -0.808
C 1.31 4.40 5.25 -0.592
C 1.76 3.41 4.38 -0.936
C 1.03 3.09 3.25 -0.379
H -3.80 4.09 1.78 0.440
H -5.10 6.15 1.28 0.427
H -3.94 8.14 0.38 0.416
H -1.50 8.10 -0.01 0.417
H -0.19 6.06 0.49 0.536
H -1.54 5.30 3.66 0.515
H -0.22 5.85 5.67 0.424
H 1.88 4.63 6.13 0.411
H 2.69 2.89 4.57 0.482
H 1.37 2.33 2.56 0.261
O 2.86 -0.99 2.73 -0.451
C 1.67 -1.01 3.25 0.065
O 0.86 -0.12 2.98 -0.947
C 1.38 -2.18 4.16 0.430
N 2.51 -3.12 4.06 -0.628
C 2.01 -4.35 3.40 0.188
C 0.54 -4.42 3.79 -0.922
C 0.11 -2.96 3.71 0.582
H 1.28 -1.79 5.17 0.469
H 2.87 -3.34 4.98 0.291
H 3.27 -1.84 3.06 0.459
H 2.60 -5.21 3.71 0.559
H 2.11 -4.24 2.32 -0.543
H 0.43 -4.81 4.80 0.322
H -0.04 -5.06 3.11 0.434
H -0.75 -2.71 4.32 0.495
H -0.12 -2.71 2.67 -0.826
C 3.69 0.22 -2.03 -1.722
C 2.87 -0.99 -2.44 2.177
C 3.77 -2.06 -3.04 -2.033
C 1.78 -0.60 -3.43 -1.414
O 2.32 -1.52 -1.19 0.181
P 0.86 -2.05 -0.89 -0.351
O -0.19 -1.02 -1.26 0.084
O 0.82 -2.32 0.60 -0.256
O 0.65 -3.30 -1.82 -0.090
C 1.18 -4.66 -1.59 1.453
C 1.24 -5.28 -2.96 -1.764
C 2.55 -4.64 -0.93 -1.080
C 0.19 -5.38 -0.69 -1.289
H 4.13 0.69 -2.91 0.415
H 4.50 -0.09 -1.36 0.366
H 3.08 0.95 -1.50 0.277
H 4.27 -1.66 -3.92 0.504
H 3.19 -2.93 -3.35 0.196
H 4.53 -2.37 -2.32 0.370
H 2.26 -0.19 -4.33 0.684
H 1.11 0.15 -3.01 0.039
H 1.18 -1.47 -3.72 0.186
H 1.89 -4.71 -3.62 0.325
H 0.25 -5.33 -3.41 0.284
H 1.63 -6.30 -2.89 0.425
H 3.30 -4.17 -1.56 0.186
H 2.86 -5.67 -0.74 0.558
H 2.53 -4.11 0.03 -0.040
H -0.79 -5.44 -1.17 0.247
H 0.07 -4.86 0.26 0.058
H 0.54 -6.40 -0.50 0.477
```

Calculated values
* HOMO-LUMO gap (spin up / spin down): 7.861 / 6.449 eV
* energy relative to the best compared isomer or geometry (same formula, charge and spin): 2.735 eV
* spin multiplicity: 5
* calculated total energy: -8262.2961 a.u.
* charge: +1
* E_HOMO (spin up / spin down): -10.06 / -10.12 eV
* <S²>: 6.01

***

Record 4
Computed, not measured: a cluster of 11 separate species, C36H55Br21FN2O3 in total in a non-equilibrium geometry, with wB97M-V/def2-TZVPD.

```
118
Properties=species:S:1:pos:R:3:mulliken_charge:R:1
O 5.55 3.07 0.56 -0.438
C 5.33 3.26 -0.60 0.110
C 4.70 2.19 -1.47 -1.374
C 3.26 1.98 -1.05 0.929
C 2.88 0.86 -0.39 -0.824
C 1.54 0.68 -0.03 -1.735
C 0.57 1.59 -0.29 -0.725
C 0.93 2.78 -0.98 2.011
C -0.02 3.77 -1.29 1.116
C -1.47 3.52 -0.94 -1.170
O -2.10 2.85 -1.70 -0.484
N -1.97 4.08 0.25 0.518
C -3.36 4.18 0.33 0.316
O -3.98 4.07 1.32 -0.391
F -3.93 4.48 -0.81 -0.194
N 0.34 4.88 -1.91 0.406
C -0.63 5.96 -2.22 -1.044
C -0.75 6.90 -1.01 -0.611
C 0.44 7.83 -0.79 -0.542
Br 0.45 8.38 1.07 -0.135
C 1.63 5.06 -2.32 -0.975
C 2.60 4.15 -2.07 -1.127
C 2.28 2.97 -1.36 0.658
H 5.62 4.23 -1.04 0.340
H 4.72 2.50 -2.51 0.406
H 5.28 1.28 -1.30 0.474
H 3.61 0.11 -0.16 0.601
H 1.26 -0.23 0.49 0.581
H -0.45 1.43 0.02 0.768
H -1.57 3.68 1.10 -0.078
H -0.35 6.47 -3.14 0.654
H -1.60 5.50 -2.37 0.300
H -1.62 7.53 -1.17 0.494
H -0.88 6.29 -0.13 0.405
H 1.41 7.36 -0.96 0.260
H 0.39 8.73 -1.39 0.296
H 1.84 5.98 -2.84 0.473
H 3.58 4.38 -2.43 0.508
Br 0.64 -0.68 -2.80 -0.082
C 1.57 -2.17 -3.64 -0.467
C 1.85 -3.27 -2.65 -0.604
Br 3.32 -2.81 -1.45 -0.153
H 2.48 -1.76 -4.08 0.357
H 0.92 -2.52 -4.43 0.158
H 2.17 -4.17 -3.16 0.407
H 0.99 -3.49 -2.02 0.388
Br -3.78 4.32 4.58 -0.135
C -3.43 2.44 4.26 -0.149
C -2.04 2.07 4.68 -0.451
Br -0.74 2.72 3.37 -0.051
H -3.61 2.26 3.21 0.377
H -4.17 1.90 4.85 -0.126
H -1.90 0.99 4.71 0.162
H -1.75 2.50 5.64 0.420
Br -3.52 -1.14 5.20 -0.135
C -4.42 -1.07 6.93 -0.648
C -5.91 -1.20 6.79 -0.506
Br -6.70 0.45 6.13 -0.161
H -4.12 -0.14 7.40 0.434
H -4.01 -1.91 7.50 0.375
H -6.37 -1.39 7.75 0.384
H -6.19 -1.98 6.09 0.300
Br -3.39 6.51 -5.09 -0.125
C -3.05 8.33 -5.71 -0.578
C -1.58 8.62 -5.74 -0.588
Br -0.90 8.93 -3.93 -0.104
H -3.60 8.99 -5.06 0.390
H -3.46 8.38 -6.72 0.355
H -1.37 9.54 -6.28 0.355
H -0.99 7.82 -6.16 0.385
Br 1.93 -1.53 -7.07 -0.101
C 1.15 -2.48 -8.57 0.045
C -0.08 -3.25 -8.16 -0.665
Br 0.39 -4.86 -7.17 -0.139
H 1.93 -3.12 -8.97 -0.221
H 0.89 -1.71 -9.30 0.358
H -0.63 -3.59 -9.03 0.393
H -0.74 -2.67 -7.52 0.394
Br -2.19 -7.42 5.08 -0.112
C -3.44 -6.16 4.29 -0.487
C -3.46 -4.85 5.03 -0.590
Br -4.45 -4.98 6.71 -0.183
H -4.41 -6.65 4.27 0.395
H -3.09 -6.01 3.27 0.259
H -3.98 -4.09 4.45 0.297
H -2.47 -4.50 5.28 0.400
Br 2.39 4.92 6.17 -0.135
C 3.21 3.68 4.92 -0.608
C 3.67 4.37 3.67 -0.485
Br 2.16 4.79 2.51 -0.066
H 2.47 2.90 4.73 0.275
H 4.06 3.25 5.45 0.419
H 4.31 3.71 3.08 0.207
H 4.19 5.30 3.86 0.404
Br 3.80 -4.56 -10.31 -0.156
C 5.11 -3.17 -9.94 -0.531
C 6.37 -3.73 -9.34 -0.613
Br 6.12 -4.21 -7.47 -0.124
H 4.62 -2.45 -9.28 0.300
H 5.31 -2.70 -10.90 0.374
H 7.16 -2.99 -9.35 0.347
H 6.70 -4.63 -9.85 0.388
Br 0.53 -9.18 7.65 -0.147
C -0.34 -9.20 9.39 -0.554
C -1.84 -9.33 9.26 -0.606
Br -2.65 -7.66 8.70 -0.103
H -0.05 -8.28 9.90 0.367
H 0.07 -10.06 9.91 0.337
H -2.28 -9.56 10.23 0.340
H -2.13 -10.08 8.54 0.367
Br 0.59 -9.43 -0.07 -0.145
C -0.36 -9.40 1.63 -0.548
C -1.84 -9.55 1.44 -0.546
Br -2.66 -7.91 0.80 -0.148
H -0.10 -8.47 2.12 0.319
H 0.04 -10.23 2.20 0.361
H -2.33 -9.76 2.40 0.299
H -2.10 -10.33 0.73 0.408
```

Calculated values
* HOMO-LUMO gap: 7.013 eV
* calculated total energy: -55893.9933 a.u.
* charge: +1
* E_HOMO: -10.83 eV